{
  "formula": "C3H4N2OS",
  "method": "ωB97M-V/def2-TZVPD",
  "species": ["C", "C", "C", "N", "N", "O", "S", "H", "H", "H", "H"],
  "positions_angstrom": [[1.414, 0.708, 0.128], [-2.181, -1.284, -0.340], [0.789, 1.527, 1.164], [1.625, -0.258, -0.594], [-2.194, -1.831, -1.399], [-2.066, -0.585, 0.554], [2.164, -1.307, -1.614], [0.935, 1.069, 2.158], [-0.216, 1.622, 0.851], [1.221, 2.458, 1.127], [-1.491, -2.119, -2.036]],
  "homo_lumo_gap_ev": 8.63,
  "smiles": "CC#[N+][S-].N=C=O",
  "lumo_ev": 0.3,
  "de_lowest_kj_mol": 237.7,
  "multiplicity": 1
}


{
  "formula": "C17H23F8N5O3",
  "method": "ωB97M-V/def2-TZVPD",
  "species": ["C", "C", "N", "C", "N", "C", "C", "C", "N", "N", "C", "O", "C", "C", "N", "C", "C", "O", "C", "C", "F", "F", "C", "F", "F", "C", "F", "F", "C", "F", "F", "H", "H", "H", "H", "H", "H", "H", "H", "H", "H", "H", "H", "H", "H", "H", "H", "H", "H", "H", "H", "C", "O", "H", "H", "H"],
  "positions_angstrom": [[-3.429, 3.547, 1.774], [-3.723, 2.531, 1.263], [-4.046, 1.350, 0.711], [-3.239, 0.272, 0.510], [-3.723, -0.841, -0.006], [-2.691, -1.698, -0.046], [-2.906, -3.082, -0.548], [-3.732, -3.061, -1.821], [-3.496, -2.361, -2.838], [-1.589, -1.106, 0.421], [-0.231, -1.655, 0.560], [-0.057, -2.537, -0.464], [0.899, -3.575, -0.126], [0.257, -4.709, 0.651], [-1.933, 0.176, 0.796], [-0.982, 1.110, 1.377], [-0.566, 2.230, 0.433], [0.756, 1.993, 0.024], [1.442, 3.124, -0.447], [2.674, 3.349, 0.439], [3.663, 2.503, 0.064], [2.350, 3.048, 1.729], [3.194, 4.821, 0.440], [2.163, 5.673, 0.162], [3.660, 5.123, 1.683], [4.317, 5.091, -0.577], [5.441, 4.399, -0.245], [3.861, 4.646, -1.793], [4.720, 6.570, -0.754], [4.821, 7.185, 0.444], [3.813, 7.222, -1.511], [-3.185, 4.448, 2.278], [-4.996, 1.223, 0.401], [-2.002, -3.654, -0.684], [-3.492, -3.590, 0.215], [-4.588, -3.723, -1.847], [-2.651, -1.799, -2.710], [0.487, -0.835, 0.505], [-0.129, -2.120, 1.542], [1.724, -3.143, 0.438], [1.289, -3.929, -1.069], [0.278, -5.668, 0.120], [0.745, -4.867, 1.609], [-0.793, -4.537, 0.865], [-1.462, 1.558, 2.238], [-0.105, 0.600, 1.745], [-1.262, 2.286, -0.407], [-0.640, 3.176, 0.966], [0.816, 4.007, -0.503], [1.804, 2.921, -1.451], [5.689, 6.589, -1.251], [0.244, -7.879, -1.032], [-0.575, -7.250, -0.164], [-0.109, -7.920, -2.098], [1.282, -7.436, -1.137], [0.465, -8.954, -0.803]],
  "homo_lumo_gap_ev": 4.02,
  "lumo_ev": -0.6,
  "multiplicity": 1
}


{
  "formula": "C4H12",
  "method": "ωB97M-V/def2-TZVPD",
  "species": ["C", "C", "H", "H", "H", "H", "H", "H", "C", "C", "H", "H", "H", "H", "H", "H"],
  "positions_angstrom": [[-2.309, 0.064, -1.562], [-1.573, -0.070, -0.186], [-3.025, 0.907, -1.568], [-1.596, 0.407, -2.331], [-2.714, -0.863, -1.983], [-1.194, -0.988, 0.140], [-2.210, 0.060, 0.723], [-0.832, 0.670, -0.262], [2.393, 0.638, 0.696], [1.545, -0.659, 1.045], [2.866, 0.967, 1.659], [2.984, 0.473, -0.244], [1.639, 1.370, 0.547], [1.798, -0.954, 2.048], [1.785, -1.456, 0.199], [0.441, -0.565, 1.080]],
  "homo_lumo_gap_ev": 12.35,
  "smiles": "CC.CC",
  "lumo_ev": 1.1,
  "de_lowest_kj_mol": 116.1,
  "multiplicity": 1
}


{
  "formula": "C30H35N3O2",
  "method": "ωB97M-V/def2-TZVPD",
  "species": ["C", "N", "C", "C", "C", "C", "C", "C", "C", "C", "C", "C", "C", "C", "N", "C", "C", "C", "C", "C", "C", "H", "H", "H", "H", "H", "H", "H", "H", "H", "H", "H", "H", "H", "H", "H", "H", "H", "H", "H", "H", "H", "H", "H", "C", "C", "O", "C", "C", "N", "C", "C", "C", "C", "C", "C", "C", "O", "H", "H", "H", "H", "H", "H", "H", "H", "H", "H", "H", "H"],
  "positions_angstrom": [[-5.286, -4.211, -0.125], [-5.395, -2.856, -0.635], [-6.757, -2.356, -0.631], [-4.311, -1.969, -0.529], [-3.470, -1.714, -1.646], [-2.416, -0.831, -1.532], [-2.122, -0.173, -0.300], [-1.010, 0.709, -0.188], [-0.670, 1.408, 0.970], [0.375, 2.327, 1.024], [0.764, 3.054, 2.186], [1.857, 3.973, 2.142], [2.266, 4.662, 3.266], [1.586, 4.485, 4.500], [2.000, 5.181, 5.645], [1.268, 6.339, 6.120], [2.789, 4.530, 6.672], [0.487, 3.597, 4.560], [0.087, 2.899, 3.431], [-2.982, -0.438, 0.807], [-4.045, -1.319, 0.696], [-4.234, -4.507, -0.054], [-5.755, -4.310, 0.866], [-5.807, -4.886, -0.815], [-6.778, -1.310, -0.953], [-7.351, -2.960, -1.328], [-7.217, -2.434, 0.365], [-3.697, -2.229, -2.585], [-1.787, -0.626, -2.403], [-0.395, 0.860, -1.079], [-1.249, 1.227, 1.880], [0.937, 2.514, 0.104], [2.380, 4.128, 1.195], [3.113, 5.354, 3.246], [0.609, 6.720, 5.334], [0.665, 6.094, 7.007], [1.984, 7.123, 6.402], [3.221, 3.602, 6.286], [3.599, 5.203, 6.982], [2.179, 4.301, 7.559], [-0.030, 3.473, 5.513], [-0.763, 2.223, 3.511], [-2.809, 0.052, 1.764], [-4.691, -1.533, 1.551], [4.433, 2.664, -1.019], [4.483, 1.556, -2.047], [3.488, 0.576, -1.687], [3.474, -0.503, -2.514], [2.285, -1.346, -2.241], [2.056, -2.335, -3.030], [1.001, -3.066, -3.205], [0.926, -4.192, -4.112], [-0.355, -4.663, -4.497], [-0.476, -5.753, -5.350], [0.672, -6.404, -5.824], [1.944, -5.944, -5.454], [2.082, -4.829, -4.620], [4.312, -0.728, -3.370], [5.022, 3.517, -1.370], [3.413, 3.009, -0.820], [4.867, 2.331, -0.068], [4.245, 1.943, -3.050], [5.474, 1.082, -2.060], [1.682, -1.052, -1.370], [0.061, -2.801, -2.683], [-1.236, -4.146, -4.109], [-1.468, -6.098, -5.643], [0.568, -7.270, -6.482], [2.832, -6.468, -5.816], [3.071, -4.457, -4.337]],
  "homo_lumo_gap_ev": 2.35,
  "lumo_ev": -2.9,
  "de_lowest_kj_mol": 191.7,
  "multiplicity": 1
}


{
  "formula": "C15H33Cl8O8P",
  "method": "ωB97M-V/def2-TZVPD",
  "species": ["C", "Cl", "Cl", "H", "H", "C", "Cl", "Cl", "H", "H", "C", "Cl", "Cl", "H", "H", "C", "Cl", "Cl", "H", "H", "C", "O", "P", "O", "O", "C", "O", "C", "H", "H", "H", "H", "H", "H", "H", "H", "H", "O", "C", "O", "C", "C", "C", "H", "H", "H", "H", "H", "H", "H", "H", "O", "C", "O", "C", "C", "C", "H", "H", "H", "H", "H", "H", "H", "H"],
  "positions_angstrom": [[2.226, -0.713, 2.808], [3.103, 0.028, 1.511], [2.814, -0.179, 4.425], [1.151, -0.600, 2.664], [2.530, -1.754, 2.707], [1.415, -0.428, -0.669], [0.807, 1.103, -0.190], [0.174, -1.604, -1.204], [2.104, -0.306, -1.506], [2.005, -0.873, 0.132], [-1.928, 1.213, -1.072], [-2.198, 2.569, 0.091], [-2.455, 1.498, -2.761], [-0.865, 1.010, -0.940], [-2.375, 0.298, -0.684], [3.061, -2.943, -2.302], [4.533, -3.783, -1.652], [2.666, -3.077, -4.061], [2.242, -3.460, -1.802], [3.055, -1.880, -2.060], [-3.449, 0.116, 1.876], [-2.197, 0.822, 1.759], [-0.864, -0.106, 1.902], [-0.743, -0.898, 3.139], [-0.848, -0.898, 0.471], [-1.557, -2.086, 0.360], [0.404, 0.894, 1.666], [0.657, 1.788, 2.792], [-4.269, 0.622, 2.386], [-3.326, -0.823, 2.415], [-3.838, -0.246, 0.924], [-2.644, -2.030, 0.290], [-1.378, -2.680, 1.256], [-1.311, -2.703, -0.504], [-0.226, 1.964, 3.406], [1.156, 2.751, 2.687], [1.304, 1.380, 3.569], [1.688, 4.916, -0.622], [0.832, 4.169, -0.100], [0.757, 3.841, 1.169], [1.550, 4.422, 2.236], [2.833, 3.663, 2.243], [-0.210, 3.538, -1.076], [0.971, 4.360, 3.157], [1.758, 5.437, 1.896], [3.450, 3.928, 1.385], [2.538, 2.614, 2.253], [3.385, 4.104, 3.073], [-0.303, 2.460, -1.206], [-0.267, 4.051, -2.036], [-1.206, 3.804, -0.723], [-2.739, -1.600, -1.617], [-2.155, -1.769, -2.689], [-1.289, -2.705, -2.742], [-1.236, -3.787, -1.762], [0.145, -4.376, -1.700], [-2.284, -1.005, -4.031], [-1.826, -4.631, -2.117], [-1.519, -3.472, -0.757], [0.916, -3.671, -1.388], [0.534, -4.727, -2.655], [-0.004, -5.216, -1.021], [-2.519, 0.042, -3.836], [-3.274, -1.231, -4.428], [-1.462, -1.143, -4.733]],
  "homo_lumo_gap_ev": 8.77,
  "lumo_ev": 0.4,
  "multiplicity": 1
}


{
  "formula": "C6H7N",
  "method": "ωB97M-V/def2-TZVPD",
  "species": ["N", "C", "C", "C", "C", "C", "C", "H", "H", "H", "H", "H", "H", "H"],
  "positions_angstrom": [[-1.430, -2.956, -1.120], [-0.942, -2.070, -0.549], [-0.408, -0.913, 0.196], [-1.027, 0.414, -0.266], [-0.136, 1.520, 0.228], [1.168, 1.225, 0.297], [1.543, -0.169, 0.036], [-0.449, -1.111, 1.257], [-1.094, 0.435, -1.369], [-2.050, 0.524, 0.109], [-0.538, 2.476, 0.528], [1.879, 1.935, 0.722], [1.081, -0.794, -0.701], [2.403, -0.515, 0.633]],
  "homo_lumo_gap_ev": 8.20,
  "lumo_ev": -0.2,
  "de_lowest_kj_mol": 386.9,
  "multiplicity": 1
}


Values of calculated total energy, in order: -699.5816, -1959.7107, -159.5407, -1478.7156, -5215.5561, -287.4399, all in hartree.